Below is a structure of composition C25H48OP2Sc at a distorted geometry, with properties calculated with ωB97M-V with the def2-TZVPD basis set.

```
77
Properties=species:S:1:pos:R:3:lowdin_charge:R:1
Sc 0.073 0.314 0.614 0.68
C 2.208 -0.176 1.150 -0.30
C 2.199 0.185 -0.264 -0.31
C 1.595 2.083 0.950 -0.27
C 1.867 1.015 1.917 -0.25
C 1.782 1.588 -0.371 -0.28
C 2.846 -1.423 1.701 -0.04
H 2.726 -2.321 1.067 0.08
H 2.498 -1.717 2.703 0.06
H 3.938 -1.270 1.793 0.10
C 2.126 1.163 3.383 -0.02
H 2.315 0.199 3.894 0.08
H 1.244 1.603 3.982 0.05
H 2.916 1.915 3.536 0.11
C 1.216 3.472 1.308 -0.02
H 2.127 4.079 1.296 0.11
H 0.811 3.586 2.319 0.05
H 0.485 3.975 0.656 0.08
C 2.044 2.552 -1.480 -0.04
H 3.091 2.878 -1.361 0.11
H 1.437 3.467 -1.413 0.07
H 1.940 2.172 -2.506 0.08
C 3.151 -0.483 -1.175 -0.04
H 4.163 -0.262 -0.794 0.11
H 3.097 -0.130 -2.208 0.07
H 3.059 -1.578 -1.183 0.07
C -1.160 -2.245 -1.852 -0.13
C 0.134 -2.622 -1.774 -0.12
C 0.841 -3.307 -2.921 -0.17
C 1.179 -2.338 -4.109 -0.16
C 0.697 -0.906 -3.941 -0.11
C -0.604 -0.587 -4.053 -0.12
C -1.671 -1.630 -4.304 -0.17
C -2.011 -2.530 -3.068 -0.17
H 0.229 -4.144 -3.311 0.11
H 0.687 -2.756 -5.006 0.11
H 1.780 -3.760 -2.546 0.11
H -1.921 -3.590 -3.372 0.11
H -1.678 -1.642 -1.090 0.07
H 0.800 -2.401 -0.920 0.09
H -3.071 -2.366 -2.798 0.11
H -2.583 -1.121 -4.668 0.11
H -0.929 0.465 -4.106 0.10
H -1.335 -2.297 -5.119 0.11
H 2.268 -2.355 -4.316 0.11
H 1.474 -0.124 -3.861 0.09
P -0.882 -1.493 2.351 0.76
C -0.244 -1.177 3.998 -0.22
H -0.799 -1.891 4.606 0.06
H -0.415 -0.170 4.375 0.02
H 0.825 -1.389 4.063 0.05
C -2.654 -1.518 2.569 -0.25
H -2.786 -2.194 3.420 0.05
H -3.159 -1.928 1.687 0.05
H -3.075 -0.535 2.804 0.06
C -0.404 -3.192 2.145 -0.26
H -0.909 -3.641 1.290 0.05
H -0.741 -3.648 3.079 0.05
H 0.679 -3.311 2.042 0.04
P -1.943 1.773 -0.468 0.77
C -1.325 2.999 -1.627 -0.25
H -2.220 3.225 -2.209 0.06
H -0.494 2.718 -2.280 0.03
H -1.039 3.895 -1.058 0.05
C -3.480 0.962 -0.903 -0.26
H -3.455 0.574 -1.925 0.05
H -4.220 1.764 -0.808 0.05
H -3.756 0.159 -0.201 0.05
C -2.636 2.987 0.647 -0.27
H -3.243 3.571 -0.053 0.06
H -1.870 3.616 1.099 0.04
H -3.272 2.511 1.390 0.06
C -0.485 2.169 3.670 -0.05
O -0.352 1.231 2.315 -0.52
H 0.262 3.031 3.975 0.11
H -0.824 1.454 4.482 0.09
H -1.162 2.818 3.147 0.04
```

molecular weight = 471.56 g mol⁻¹
frontier orbital gap = 7.7 eV
total charge = +1
HOMO level = -0.36787 Eh